1.
4 unconnected molecules or ions with the total composition C22H51NO6, computed with ωB97M-V/def2-TZVPD.

Structure (ORCA input):
```
! wB97M-V def2-TZVPD RIJCOSX def2/J DEFGRID3
* xyz 0 1
C -3.821 1.298 1.626
C -3.286 0.519 2.837
C -1.746 0.437 2.960
C -0.968 0.392 1.626
C -0.892 -1.010 1.001
C -2.238 -1.577 0.558
C -2.181 -2.769 -0.409
C -1.157 -3.883 -0.082
C 0.000 -3.994 -1.103
N 1.066 -3.027 -0.790
C 1.770 -2.462 -1.822
O 2.885 -2.113 -1.667
O 1.175 -2.276 -3.013
C -0.027 -1.472 -2.975
C 0.190 -0.141 -3.654
C -1.166 0.563 -3.861
O -2.171 0.060 -2.962
H -4.724 1.819 1.933
H -4.125 0.614 0.846
H -3.132 2.052 1.273
H -3.631 1.053 3.717
H -3.709 -0.478 2.889
H -1.425 -0.409 3.561
H -1.412 1.317 3.503
H 0.065 0.637 1.863
H -1.287 1.124 0.891
H -0.295 -0.881 0.108
H -0.348 -1.665 1.676
H -2.739 -0.774 0.029
H -2.818 -1.797 1.449
H -2.063 -2.426 -1.429
H -3.164 -3.230 -0.365
H -1.692 -4.827 -0.155
H -0.774 -3.814 0.927
H 0.387 -5.008 -1.027
H -0.393 -3.869 -2.100
H 1.701 -3.363 -0.085
H -0.270 -1.266 -1.945
H -0.823 -2.026 -3.458
H 0.803 0.496 -3.025
H 0.710 -0.255 -4.598
H -1.482 0.384 -4.877
H -1.097 1.622 -3.666
H -2.857 -0.376 -3.473
C 0.162 3.906 -7.423
C 0.348 2.438 -7.072
C 0.687 1.612 -8.303
O -0.841 1.932 -6.460
H -0.664 4.031 -8.129
H -0.086 4.484 -6.533
H 1.066 4.324 -7.870
H 1.144 2.337 -6.333
H -0.122 1.666 -9.037
H 0.812 0.562 -8.037
H 1.606 1.963 -8.775
H -1.559 2.014 -7.099
C 2.438 3.324 2.039
C 2.046 3.209 3.504
C 3.168 3.681 4.416
O 1.711 1.854 3.809
H 3.310 2.701 1.823
H 1.627 2.976 1.398
H 2.675 4.355 1.773
H 1.149 3.799 3.691
H 4.063 3.069 4.274
H 2.875 3.587 5.463
H 3.426 4.723 4.219
H 2.494 1.313 3.651
C 2.614 -1.726 6.542
C 1.317 -2.286 5.976
C 1.303 -2.218 4.458
O 0.207 -1.560 6.501
H 2.730 -0.674 6.265
H 2.608 -1.773 7.631
H 3.480 -2.279 6.173
H 1.195 -3.320 6.299
H 1.377 -1.180 4.119
H 0.364 -2.616 4.068
H 2.129 -2.786 4.025
H 0.298 -0.640 6.224
*
```

For the relative energy (zero: lowest compared OMol25 entry of this formula, charge and spin), the calculation gives 0.000 eV. The calculation puts the gap between HOMO and LUMO at 0.36804 Eh. Its SMILES is CCCCCCCCCNC(=O)OCCCO.CC(C)O.CC(C)O.CC(C)O. The calculation puts the total energy at -37415.75084 eV.

Atom charges from the Löwdin analysis, given in e for atoms 1 to 6: C -0.103; C -0.247; C -0.191; C -0.201; C -0.203; C -0.189


2.
A molecular structure, C22H52Cl23O2P3SSi2, computed with ωB97M-V/def2-TZVPD.

Structure (ORCA input):
```
! wB97M-V def2-TZVPD RIJCOSX def2/J DEFGRID3
* xyz 0 1
C -1.735 -5.868 -0.885
C -1.168 -4.620 0.012
O 0.145 -4.101 -0.393
Si -0.038 -2.618 -1.386
Cl 1.957 -2.015 -1.874
O -0.952 -1.499 -0.403
Si -1.228 0.050 -1.161
C -2.338 0.031 -2.734
C -3.922 -0.414 -2.428
C -4.557 -1.331 -3.674
C -4.877 0.958 -2.401
P 0.563 1.232 -1.611
C 1.934 1.051 -0.296
C 1.197 0.986 -3.395
P -2.371 1.249 0.350
C -1.565 2.982 0.325
C -2.017 0.523 2.088
C -2.669 -0.972 2.324
P -0.998 -3.263 -3.250
S -0.126 -2.492 -4.858
H -2.659 -6.330 -0.288
H -0.935 -6.747 -0.953
H -2.155 -5.570 -1.937
H -1.025 -5.044 1.119
H -2.023 -3.826 0.083
H -2.423 1.167 -3.092
H -1.892 -0.549 -3.655
H -3.970 -0.971 -1.396
H -4.651 -2.428 -3.250
H -3.794 -1.404 -4.588
H -5.617 -0.944 -3.993
H -4.288 1.920 -2.087
H -5.282 1.166 -3.505
H -5.825 0.728 -1.749
H 1.707 0.216 0.502
H 2.180 2.092 0.207
H 2.927 0.709 -0.847
H 1.023 2.018 -3.961
H 0.571 0.186 -4.022
H 2.360 0.759 -3.475
H -2.158 3.791 0.941
H -0.503 2.895 0.847
H -1.351 3.346 -0.789
H -0.859 0.508 2.339
H -2.506 1.251 2.893
H -1.803 -1.775 2.380
H -3.448 -1.231 1.476
H -3.286 -0.988 3.339
H -2.428 -3.084 -3.255
H -0.762 -4.708 -3.375
C 5.128 1.262 1.512
Cl 5.261 3.015 1.327
Cl 3.704 0.829 2.467
H 5.046 0.805 0.523
H 6.022 0.889 2.018
C 8.853 0.047 0.714
Cl 8.334 0.482 2.347
Cl 7.726 0.666 -0.498
H 9.843 0.472 0.530
H 8.899 -1.042 0.634
C -5.642 3.448 0.587
Cl -4.938 3.964 -0.950
Cl -5.090 1.828 1.028
H -5.343 4.151 1.369
H -6.731 3.440 0.495
C -0.018 6.366 1.577
Cl -0.276 5.051 2.730
Cl -1.504 6.739 0.695
H 0.307 7.257 2.120
H 0.754 6.067 0.863
C 1.885 -4.314 2.344
Cl 1.162 -4.539 3.941
Cl 2.886 -2.857 2.298
H 2.508 -5.181 2.110
H 1.088 -4.221 1.602
C 13.185 -0.088 0.348
Cl 12.927 -1.402 1.501
Cl 11.699 0.286 -0.534
H 13.510 0.803 0.891
H 13.957 -0.386 -0.365
C -8.256 6.139 1.473
Cl -8.197 4.411 1.841
Cl -6.757 6.678 0.707
H -9.091 6.330 0.795
H -8.400 6.696 2.402
C 13.056 -5.248 2.228
Cl 13.096 -5.980 3.837
Cl 14.682 -5.127 1.544
H 12.439 -5.866 1.571
H 12.627 -4.246 2.303
C 4.848 -1.777 -4.669
Cl 5.843 -0.326 -4.503
Cl 5.851 -3.215 -4.898
H 4.248 -1.902 -3.765
H 4.191 -1.661 -5.535
C -9.832 4.338 5.294
Cl -9.698 6.091 5.109
Cl -11.256 3.906 6.249
H -9.914 3.881 4.305
H -8.938 3.965 5.800
C -7.276 -1.705 0.222
Cl -5.752 -1.797 1.112
Cl -7.896 -0.049 0.191
H -7.110 -2.041 -0.804
H -8.012 -2.351 0.707
*
```

For the relative energy (zero: lowest compared OMol25 entry of this formula, charge and spin), the calculation gives 7.641 eV. The calculation puts the gap between HOMO and LUMO at 0.26046 Eh. The calculation puts the total energy at -370223.86198 eV.

Atom charges from the Löwdin analysis, given in e for atoms 1 to 6: C -0.123; C -0.313; O -0.340; Si 0.018; Cl 0.343; O -0.412


3.
A molecular structure, C22H52Cl3F6InN6O5P3, computed with ωB97M-V/def2-TZVPD.

Structure (ORCA input):
```
! wB97M-V def2-TZVPD RIJCOSX def2/J DEFGRID3
* xyz 2 2
In -0.056 -1.209 1.248
C -1.626 -1.578 4.110
N -0.367 -1.014 3.648
C -0.348 0.402 3.976
C 0.772 -1.727 4.212
C 2.102 -1.410 3.513
N 2.133 -1.797 2.105
C 3.000 -0.910 1.338
C 2.567 -3.177 1.931
H -1.725 -1.439 5.192
H -1.676 -2.640 3.891
H -2.456 -1.078 3.611
H -0.362 0.552 5.061
H -1.228 0.875 3.542
H 0.529 0.885 3.555
H 0.569 -2.794 4.146
H 0.883 -1.469 5.272
H 2.896 -1.939 4.059
H 2.288 -0.333 3.578
H 4.013 -0.895 1.756
H 2.581 0.095 1.348
H 3.032 -1.250 0.302
H 3.609 -3.281 2.256
H 2.491 -3.466 0.883
H 1.952 -3.860 2.510
C 0.085 -2.076 -4.521
N 0.506 -1.889 -3.171
C 1.216 -3.013 -2.654
P -0.142 -0.535 -2.112
O 0.560 -1.070 -0.882
N -1.734 -1.073 -2.359
C -2.092 -2.379 -1.890
C -2.631 -0.555 -3.358
N 0.356 0.584 -3.259
C 1.655 0.512 -3.895
C -0.304 1.848 -3.519
H 0.955 -2.061 -5.186
H -0.596 -1.292 -4.833
H -0.389 -3.054 -4.646
H 0.537 -3.832 -2.383
H 1.770 -2.728 -1.765
H 1.896 -3.393 -3.420
H -1.419 -2.671 -1.097
H -2.048 -3.130 -2.685
H -3.116 -2.368 -1.516
H -2.144 0.175 -3.996
H -3.484 -0.076 -2.867
H -3.018 -1.370 -3.976
H 2.243 -0.289 -3.454
H 2.180 1.458 -3.748
H 1.553 0.342 -4.971
H -1.286 1.874 -3.059
H -0.394 1.972 -4.602
H 0.278 2.685 -3.125
C -0.999 3.935 2.104
C -1.362 3.742 0.635
C -1.530 5.090 -0.062
C -2.610 2.885 0.504
O -0.234 3.122 -0.039
P 0.163 1.622 -0.168
O -0.822 0.889 -1.098
O 0.264 0.934 1.180
O 1.551 1.633 -0.892
C 2.646 2.592 -0.696
C 2.726 3.078 0.747
C 2.422 3.784 -1.623
C 3.919 1.836 -1.082
H -1.841 4.363 2.638
H -0.155 4.612 2.198
H -0.738 2.980 2.550
H -2.328 5.653 0.412
H -1.772 4.951 -1.112
H -0.610 5.664 0.013
H -3.435 3.372 1.017
H -2.437 1.908 0.949
H -2.880 2.751 -0.540
H 1.886 3.724 0.977
H 3.649 3.636 0.883
H 2.723 2.246 1.446
H 1.434 4.206 -1.455
H 2.518 3.504 -2.669
H 3.163 4.550 -1.418
H 4.120 1.031 -0.381
H 4.761 2.522 -1.082
H 3.821 1.416 -2.078
F 0.112 -3.604 0.302
P -1.061 -4.453 1.177
F -0.308 -3.856 2.508
F -2.199 -5.079 2.056
F -1.911 -2.990 1.199
F -0.122 -5.707 1.182
F -1.764 -4.804 -0.200
Cl -5.452 -0.967 2.652
C -4.934 -1.080 0.935
Cl -5.835 0.083 -0.076
Cl -5.121 -2.758 0.335
C -3.546 -0.729 0.942
N -2.444 -0.426 1.031
*
```

For the relative energy (zero: lowest compared OMol25 entry of this formula, charge and spin), the calculation gives 0.147 eV. The calculation puts the gap between HOMO and LUMO (alpha / beta) at 0.29935 / 0.25133 Eh. The calculation puts the total energy at -129745.62065 eV. The expectation value of S² is 0.756.

Atom charges from the Löwdin analysis, given in e for atoms 1 to 6: In 1.023; C -0.056; N -0.302; C -0.071; C -0.156; C -0.142


4.
A molecular structure, C22H52NO8S2, computed with ωB97M-V/def2-TZVPD.

Structure (ORCA input):
```
! wB97M-V def2-TZVPD RIJCOSX def2/J DEFGRID3
* xyz -1 1
C 3.626 -1.653 0.356
O 4.203 -0.844 -0.671
C 3.401 0.328 -0.905
C 3.983 0.992 -2.175
C 3.246 2.296 -2.641
C 1.715 2.362 -2.303
C 1.472 3.500 -1.255
C 0.004 3.486 -0.661
C -0.895 4.309 -1.639
C -2.338 4.613 -1.108
C -2.896 3.543 -0.110
C -3.073 2.138 -0.759
C -4.353 2.070 -1.678
C -5.578 1.430 -0.932
S -5.906 -0.248 -1.622
O -7.182 -0.715 -1.005
O -6.115 -0.062 -3.085
N -4.552 -1.148 -1.195
S -4.193 -2.334 -2.320
O -3.891 -1.831 -3.690
O -2.983 -3.045 -1.786
H 2.521 -1.611 0.406
H 3.902 -2.708 0.127
H 4.078 -1.355 1.313
H 2.354 -0.019 -1.013
H 3.496 0.993 -0.014
H 4.095 0.274 -3.014
H 5.026 1.291 -1.918
H 3.332 2.323 -3.750
H 3.775 3.204 -2.282
H 1.198 2.696 -3.231
H 1.258 1.398 -2.027
H 1.589 4.508 -1.712
H 2.245 3.426 -0.463
H -0.314 2.438 -0.530
H 0.038 4.019 0.314
H -0.945 3.750 -2.596
H -0.397 5.287 -1.821
H -2.440 5.629 -0.669
H -3.014 4.585 -1.995
H -3.919 3.890 0.171
H -2.297 3.545 0.821
H -3.129 1.331 0.003
H -2.190 1.881 -1.384
H -4.622 3.101 -1.989
H -4.061 1.484 -2.570
H -6.483 2.055 -0.952
H -5.230 1.240 0.108
H -5.176 -3.314 -2.352
C 6.213 -4.616 -2.165
C 6.473 -3.315 -2.910
C 7.391 -2.397 -2.117
O 5.239 -2.652 -3.161
H 5.722 -4.421 -1.207
H 5.546 -5.259 -2.741
H 7.143 -5.156 -1.976
H 6.921 -3.532 -3.882
H 6.938 -2.131 -1.158
H 7.561 -1.465 -2.659
H 8.357 -2.872 -1.926
H 4.832 -2.453 -2.307
C -6.729 -1.180 2.687
C -5.209 -1.228 2.688
C -4.689 -2.312 3.619
O -4.692 0.042 3.097
H -7.113 -0.952 3.688
H -7.086 -0.392 2.022
H -7.154 -2.130 2.360
H -4.849 -1.411 1.674
H -5.003 -2.122 4.651
H -3.597 -2.328 3.616
H -5.053 -3.297 3.320
H -5.005 0.213 3.990
C 2.383 -2.686 4.856
C 2.637 -1.239 4.462
C 1.535 -0.324 4.975
O 2.721 -1.138 3.040
H 1.443 -3.045 4.427
H 3.176 -3.332 4.474
H 2.334 -2.797 5.941
H 3.600 -0.913 4.861
H 0.568 -0.606 4.550
H 1.725 0.709 4.677
H 1.462 -0.365 6.064
H 1.877 -1.422 2.674
*
```

The calculation puts the gap between HOMO and LUMO at 0.29553 Eh. The calculation puts the total energy at -63196.96205 eV.

Atom charges from the Löwdin analysis, given in e for atoms 1 to 6: C -0.108; O -0.234; C -0.219; C -0.161; C -0.196; C -0.199


5.
A molecular structure, C22H53B4ClN2O9, computed with ωB97M-V/def2-TZVPD.

Structure (ORCA input):
```
! wB97M-V def2-TZVPD RIJCOSX def2/J DEFGRID3
* xyz 0 1
C 3.089 -4.419 0.285
N 3.469 -3.557 -0.845
C 4.188 -2.362 -0.393
B 2.410 -3.290 -1.799
O 2.126 -4.191 -2.805
B 1.377 -1.909 -1.727
O 0.022 -2.066 -1.991
B -0.829 -1.574 -1.016
C -2.124 -2.285 -0.530
C -2.421 -3.675 -1.122
C -1.212 -4.604 -1.088
Cl -1.677 -6.332 -1.077
O -0.440 -0.352 -0.431
B 0.910 -0.212 -0.320
O 1.461 0.298 0.901
C 1.262 -0.564 1.839
N 1.018 -1.374 2.617
O 1.768 -0.616 -1.309
H 3.795 -4.282 1.104
H 3.116 -5.473 -0.003
H 2.084 -4.207 0.676
H 4.367 -1.696 -1.238
H 5.155 -2.662 0.016
H 3.649 -1.790 0.374
H 2.077 -5.105 -2.500
H -2.151 -2.326 0.563
H -2.948 -1.612 -0.805
H -2.804 -3.593 -2.140
H -3.217 -4.130 -0.530
H -0.565 -4.411 -0.230
H -0.614 -4.479 -1.987
C 1.707 2.623 -2.204
C 2.594 2.277 -3.388
O 2.260 2.974 -4.573
C 2.355 4.387 -4.499
C 3.748 4.901 -4.181
H 0.655 2.472 -2.456
H 1.963 1.992 -1.353
H 1.827 3.662 -1.893
H 2.482 1.221 -3.634
H 3.648 2.431 -3.130
H 1.629 4.783 -3.780
H 2.051 4.746 -5.483
H 4.074 4.613 -3.181
H 3.762 5.991 -4.230
H 4.472 4.508 -4.896
C 1.628 2.876 3.067
C 2.364 2.138 4.173
O 3.717 2.528 4.324
C 3.938 3.889 4.648
C 3.308 4.325 5.960
H 2.164 2.778 2.122
H 0.624 2.466 2.945
H 1.529 3.941 3.281
H 2.402 1.072 3.946
H 1.823 2.236 5.122
H 3.604 4.539 3.831
H 5.021 3.990 4.709
H 2.218 4.290 5.923
H 3.598 5.351 6.187
H 3.637 3.678 6.774
C -2.517 6.186 -3.235
C -1.059 6.035 -2.836
O -0.723 6.671 -1.616
C -1.413 6.202 -0.470
C -1.178 4.731 -0.170
H -2.797 7.240 -3.263
H -2.679 5.752 -4.222
H -3.187 5.680 -2.538
H -0.430 6.510 -3.590
H -0.776 4.976 -2.811
H -2.486 6.407 -0.555
H -1.042 6.811 0.354
H -1.583 4.090 -0.954
H -1.663 4.454 0.767
H -0.109 4.528 -0.088
C -5.570 -6.682 3.776
C -6.347 -6.012 2.655
O -5.537 -5.523 1.602
C -4.763 -6.493 0.914
C -5.583 -7.576 0.235
H -4.803 -6.010 4.163
H -6.246 -6.947 4.589
H -5.079 -7.597 3.443
H -6.864 -5.133 3.042
H -7.118 -6.688 2.269
H -4.019 -6.939 1.584
H -4.211 -5.935 0.163
H -6.114 -8.202 0.954
H -4.927 -8.225 -0.347
H -6.322 -7.133 -0.433
*
```

The calculation puts the gap between HOMO and LUMO at 0.32967 Eh. The calculation puts the total energy at -60315.94743 eV.

Atom charges from the Löwdin analysis, given in e for atoms 1 to 6: C -0.057; N -0.114; C -0.072; B -0.416; O 0.154; B -0.314